Here is 3 unconnected molecules or ions with the total composition C18H30N4O4S2 at a distorted geometry from the OMol25 dataset. Energies are from wB97M-V/def2-TZVPD.

Geometry as XYZ:
```
58
Properties=species:S:1:pos:R:3:forces:R:3
O 1.4339 -0.0639 -1.4536 -2.007 -3.019 -0.821
S 0.7313 -1.3821 -1.5638 1.726 0.775 2.962
O 0.6908 -2.1809 -0.2927 0.018 1.460 -3.815
C -1.0197 -1.2203 -2.2080 0.159 -0.113 -0.709
C -1.2573 -2.4970 -3.1504 0.019 0.611 -1.314
C -2.7779 -2.6278 -3.6809 -0.133 -0.183 0.814
C -3.6626 -3.5547 -2.7079 0.237 0.892 0.022
C -4.3914 -2.5861 -1.6225 -0.193 -1.796 0.659
C -5.9378 -2.3406 -1.9590 0.891 -1.247 0.914
S -6.2940 -0.8209 -2.9553 0.807 0.925 0.445
C -4.9142 0.3728 -2.8534 2.854 1.535 -3.165
N -4.2768 0.7837 -4.0609 -1.693 -1.575 3.119
N -3.2642 1.6861 -3.8322 -2.292 -0.651 6.611
C -3.3236 1.8450 -2.4079 0.386 -0.399 -3.399
O -4.3143 1.0611 -1.7685 1.151 0.564 -3.018
C -0.3512 -2.2865 -4.4890 -0.451 -0.567 1.550
C 1.1404 -1.8615 -4.0742 -1.017 1.786 -1.737
O 1.5440 -2.2853 -2.7464 -1.684 0.719 0.675
H -1.7205 -1.1501 -1.3164 1.227 -0.277 -0.904
H -1.0484 -0.2199 -2.7600 0.012 -1.437 0.526
H -0.9160 -3.4154 -2.5729 -0.516 1.060 -0.812
H -3.2069 -1.5730 -3.6726 0.396 -1.360 -0.260
H -2.8504 -3.0099 -4.7532 0.505 0.471 1.419
H -2.9697 -4.3096 -2.1890 -1.037 1.172 -0.615
H -4.4347 -4.1889 -3.2816 1.086 1.176 0.830
H -4.3702 -3.1719 -0.6277 -0.140 1.034 -1.388
H -3.8136 -1.6266 -1.4286 -0.826 -1.188 -0.449
H -6.2856 -3.2503 -2.5770 0.400 1.685 0.661
H -6.5511 -2.3906 -0.9910 0.850 0.577 -1.459
H -2.5794 2.5391 -1.8803 -1.677 -1.435 -0.331
H -0.8912 -1.4553 -5.0734 1.121 -1.280 0.615
H -0.3902 -3.2884 -5.0455 0.169 1.599 0.600
H 1.1627 -0.7072 -4.0881 0.177 -1.683 -0.029
H 1.8543 -2.2053 -4.8938 -0.582 0.196 1.676
C 2.1543 -1.9493 2.5028 -0.079 -0.110 0.044
C 2.6953 -0.6043 2.0367 -0.209 -0.352 -0.167
C 3.4655 0.1447 3.1257 0.070 0.135 -0.330
C 2.6030 0.5524 4.2392 0.043 -0.005 0.225
N 1.9274 0.8718 5.1142 0.140 -0.119 -0.289
H 1.4194 -1.8299 3.3035 0.087 0.009 0.018
H 1.6630 -2.4618 1.6751 0.090 0.070 0.147
H 2.9606 -2.5918 2.8685 -0.028 0.045 0.037
H 1.8677 0.0095 1.6686 0.155 0.022 0.010
H 3.3669 -0.7746 1.1896 -0.031 0.158 0.080
H 3.9190 1.0387 2.6867 -0.052 0.019 0.190
H 4.2858 -0.4758 3.4983 -0.133 0.053 0.129
C 3.2068 4.1057 5.7965 -0.153 -0.065 -0.019
C 3.9119 4.5642 4.5263 -0.235 -0.297 0.164
C 4.7846 5.8030 4.7355 0.089 -0.163 -0.351
C 3.9948 6.9920 5.0703 0.044 0.183 0.139
N 3.3765 7.9253 5.3344 0.126 -0.274 -0.092
H 2.5029 4.8597 6.1580 0.092 0.003 -0.003
H 2.6428 3.1901 5.6031 0.069 0.128 0.104
H 3.9276 3.8977 6.5922 -0.042 0.021 -0.026
H 3.1661 4.7544 3.7481 0.138 0.060 0.014
H 4.5468 3.7476 4.1672 0.039 0.157 -0.041
H 5.3448 6.0005 3.8164 -0.038 0.170 0.118
H 5.5221 5.6128 5.5207 -0.127 0.130 0.026
```
Forces are in eV/Å.

## Properties
- E_LUMO: -0.24 eV
- Molar mass: 430.596 g/mol
- Energy: -54967.8482 eV
- Orbital gap: 9.32 eV
- E_HOMO: -9.56 eV
- SMILES string: O=S1(=O)C[C@@H](CCCCSc2nnco2)CCO1.CCCC#N.CCCC#N